Computed, not measured: the ion C6H15N2 with charge +1 in a non-equilibrium geometry, with wB97M-V/def2-TZVPD.

## Properties
SMILES: C=CCCNCC[NH3+]
Energy relative to the best compared isomer or geometry (same formula, charge and spin), kcal per mole: 42.5
LUMO level, eV: -3.38
HOMO, eV: -12.661
Electronic energy, Ha: -346.84477

```
! wB97M-V def2-TZVPD RIJCOSX def2/J DEFGRID3
* xyz 1 1
C -0.21 0.35 2.08
N -0.54 -0.52 1.00
C 0.60 -0.87 0.14
C 0.16 -1.69 -1.09
C 1.17 -1.50 -2.21
C 0.99 -0.73 -3.26
C -0.26 1.82 1.69
N -1.44 1.97 0.77
H -0.82 0.22 2.97
H 0.76 0.19 2.58
H -1.12 -1.29 1.29
H 1.14 0.04 -0.11
H 1.27 -1.52 0.68
H 0.09 -2.76 -0.84
H -0.85 -1.40 -1.40
H 2.06 -2.09 -2.04
H 1.73 -0.64 -4.04
H 0.10 -0.17 -3.52
H 0.61 2.08 1.07
H -0.25 2.50 2.53
H -1.46 1.12 0.19
H -1.39 2.84 0.23
H -2.31 2.05 1.30
*
```

Computed Löwdin charges, given in elementary charges:
1 C -0.235
2 N -0.091
3 C -0.206
4 C -0.189
5 C -0.187
6 C 0.007
7 C -0.121
8 N 0.183
9 H 0.127
10 H 0.137
11 H 0.135
12 H 0.116
13 H 0.123
14 H 0.116
15 H 0.107
16 H 0.103
17 H 0.058
18 H 0.062
19 H 0.128
20 H 0.134
21 H 0.147
22 H 0.171
23 H 0.175

Computed, not measured: the ion C6H15N2O with charge +1 in a non-equilibrium geometry, with wB97M-V/def2-TZVPD.

## Properties
Energy relative to the best compared isomer or geometry (same formula, charge and spin), kcal per mole: 121.0
LUMO level (spin up / spin down), eV: -3.58 / -3.16
HOMO (spin up / spin down), eV: -10.330 / -11.449
Electronic energy, Ha: -421.92679

```
! wB97M-V def2-TZVPD RIJCOSX def2/J DEFGRID3
* xyz 1 1
C -1.49 -1.44 0.17
C -2.27 -0.29 0.96
C -3.08 1.04 -0.83
C 0.85 -0.75 -0.64
C 3.07 0.16 -0.81
C 1.51 1.28 0.68
N -0.03 -1.33 0.20
N 1.93 -0.06 0.08
O -2.18 0.88 0.15
H -1.79 -2.43 0.65
H -1.94 -1.45 -0.79
H -3.38 -0.60 1.07
H -1.69 0.01 1.93
H -3.09 1.86 -1.54
H -4.05 0.58 -0.61
H 0.61 -0.23 -1.53
H 3.73 0.95 -0.53
H 3.62 -0.82 -1.02
H 2.51 0.42 -1.80
H 1.21 1.80 -0.29
H 0.72 1.02 1.37
H 2.46 1.66 1.18
H 0.36 -1.61 1.08
H 2.43 -0.63 0.86
*
```

Computed Löwdin charges, given in elementary charges:
1 C -0.132
2 C -0.162
3 C -0.038
4 C -0.102
5 C -0.040
6 C 0.043
7 N 0.016
8 N -0.252
9 O -0.205
10 H 0.145
11 H 0.106
12 H 0.150
13 H 0.147
14 H 0.068
15 H 0.068
16 H 0.123
17 H 0.089
18 H 0.142
19 H 0.134
20 H 0.140
21 H 0.082
22 H 0.128
23 H 0.134
24 H 0.215

Computed, not measured: the ion C6H15N2Si with charge +1 in a non-equilibrium geometry, with wB97M-V/def2-TZVPD.

## Properties
SMILES: C/N=C(\C)[C@H](C)[N+](C)=[SiH2]
Energy relative to the best compared isomer or geometry (same formula, charge and spin), kcal per mole: 75.5
LUMO level, eV: -5.12
HOMO, eV: -13.521
Electronic energy, Ha: -636.26620

```
! wB97M-V def2-TZVPD RIJCOSX def2/J DEFGRID3
* xyz 1 1
C -0.12 0.56 -0.67
C 0.69 0.49 0.57
C 0.01 1.74 -1.45
C 2.16 0.20 0.28
C -1.17 -0.26 2.02
C -1.80 -0.34 -2.05
N 0.18 -0.59 1.50
N -0.98 -0.39 -0.83
Si 0.78 -2.16 1.72
H 0.50 1.38 1.09
H -0.88 2.28 -1.39
H 0.22 1.46 -2.54
H 0.69 2.47 -1.13
H 2.77 0.98 -0.04
H 2.24 -0.57 -0.58
H 2.77 -0.23 1.05
H -1.58 0.34 1.21
H -1.66 -1.25 1.89
H -0.93 0.37 2.92
H -2.60 -1.00 -1.81
H -1.07 -0.55 -2.91
H -2.22 0.68 -2.34
H 2.05 -2.51 1.21
H -0.06 -3.10 2.28
*
```

Computed Löwdin charges, given in elementary charges:
1 C -0.398
2 C -0.314
3 C -0.021
4 C -0.056
5 C -0.072
6 C -0.094
7 N -0.295
8 N 0.028
9 Si 1.052
10 H 0.137
11 H 0.089
12 H 0.145
13 H 0.081
14 H 0.067
15 H 0.126
16 H 0.054
17 H 0.076
18 H 0.087
19 H 0.124
20 H 0.057
21 H 0.118
22 H 0.101
23 H -0.039
24 H -0.053

Computed, not measured: the ion C6H15N2Si with charge +1 in a non-equilibrium geometry, with wB97M-V/def2-TZVPD.

## Properties
SMILES: CCC[SiH2]N1C=[NH+]CC1
Energy relative to the best compared isomer or geometry (same formula, charge and spin), kcal per mole: 31.3
LUMO level, eV: -3.27
HOMO, eV: -13.670
Electronic energy, Ha: -636.33658

```
! wB97M-V def2-TZVPD RIJCOSX def2/J DEFGRID3
* xyz 1 1
C 1.65 0.60 0.53
C 2.26 -0.75 -1.14
C 3.58 -0.17 -0.31
C -2.34 1.46 0.93
C -3.15 0.19 0.52
C -2.50 -0.56 -0.59
N 1.21 -0.29 -0.29
N 3.00 0.76 0.62
Si -0.61 -1.08 -0.37
H 0.93 1.15 1.14
H 2.07 -0.16 -2.14
H 2.22 -1.83 -1.27
H 3.97 -1.07 0.23
H 4.38 0.23 -1.03
H -1.52 1.13 1.44
H -2.82 2.05 1.79
H -2.11 2.20 0.08
H -3.17 -0.47 1.42
H -4.14 0.44 0.30
H -2.72 -0.02 -1.60
H 3.39 1.43 1.25
H -0.31 -1.88 0.84
H -0.24 -1.89 -1.47
H -3.04 -1.47 -0.87
*
```

Computed Löwdin charges, given in elementary charges:
1 C -0.136
2 C -0.133
3 C -0.096
4 C -0.115
5 C -0.337
6 C -0.327
7 N -0.184
8 N 0.064
9 Si 0.874
10 H 0.147
11 H 0.162
12 H 0.104
13 H 0.126
14 H 0.146
15 H -0.013
16 H 0.106
17 H 0.113
18 H 0.119
19 H 0.090
20 H 0.117
21 H 0.155
22 H -0.017
23 H -0.044
24 H 0.079

Computed, not measured: a structure of composition C6H15N3 in a non-equilibrium geometry, with wB97M-V/def2-TZVPD.

## Properties
Energy relative to the best compared isomer or geometry (same formula, charge and spin), kcal per mole: 90.7
LUMO level, eV: 1.04
HOMO, eV: -7.361
Electronic energy, Ha: -401.74275

```
! wB97M-V def2-TZVPD RIJCOSX def2/J DEFGRID3
* xyz 0 1
C 0.78 0.55 0.74
C -1.40 0.35 0.32
C 0.96 -1.48 -2.13
C 1.01 1.85 0.00
C -1.96 0.89 1.60
N 1.85 -0.42 0.44
N -1.83 -0.84 -0.13
C 0.86 -1.39 0.25
N 0.40 -1.92 -0.86
H 2.32 -0.19 -0.42
H 0.72 0.69 1.82
H -1.28 1.08 -0.48
H -2.07 -1.47 0.63
H -1.00 -1.41 -0.74
H 0.48 -1.82 1.17
H 2.04 -1.67 -2.20
H 0.48 -2.06 -2.92
H 0.79 -0.42 -2.33
H 0.27 2.61 0.28
H 1.99 2.27 0.23
H 0.95 1.71 -1.08
H -1.44 1.80 1.92
H -1.88 0.15 2.40
H -3.02 1.14 1.48
*
```

Computed Löwdin charges, given in elementary charges:
1 C -0.275
2 C -0.320
3 C -0.124
4 C -0.113
5 C -0.085
6 N 0.009
7 N 0.006
8 C -0.274
9 N -0.079
10 H 0.093
11 H 0.097
12 H 0.098
13 H 0.081
14 H 0.086
15 H 0.133
16 H 0.079
17 H 0.073
18 H 0.073
19 H 0.069
20 H 0.077
21 H 0.067
22 H 0.068
23 H 0.080
24 H 0.081

Computed, not measured: the molecule C6H15N3 in a non-equilibrium geometry, with wB97M-V/def2-TZVPD.

## Properties
SMILES: C=C[C@H](N)[C@](C)(N)NC
Energy relative to the best compared isomer or geometry (same formula, charge and spin), kcal per mole: 31.6
LUMO level, eV: 0.96
HOMO, eV: -8.568
Electronic energy, Ha: -401.83687

```
! wB97M-V def2-TZVPD RIJCOSX def2/J DEFGRID3
* xyz 0 1
C 0.59 2.17 0.62
N 1.30 1.01 0.11
C -1.19 -0.71 1.49
C -0.27 -1.06 2.39
H 1.77 0.54 0.88
H -2.23 -0.75 1.81
H -0.06 2.62 -0.13
H 1.32 2.93 0.93
H 0.00 1.92 1.51
H 0.80 -1.07 2.18
H -0.56 -1.38 3.39
C 0.40 0.35 -2.03
C 0.47 0.00 -0.53
N 1.32 -1.18 -0.39
N -1.82 -1.20 -0.75
C -1.02 -0.25 0.06
H 2.07 -1.14 -1.07
H 0.78 -2.02 -0.58
H -1.25 -2.02 -0.95
H -2.03 -0.77 -1.65
H -1.55 0.71 -0.01
H 0.01 -0.48 -2.63
H -0.24 1.22 -2.21
H 1.39 0.59 -2.44
*
```

Computed Löwdin charges, given in elementary charges:
1 C -0.124
2 N -0.063
3 C -0.144
4 C 0.010
5 H 0.096
6 H 0.098
7 H 0.079
8 H 0.078
9 H 0.070
10 H 0.041
11 H 0.051
12 C -0.051
13 C -0.573
14 N 0.070
15 N 0.040
16 C -0.323
17 H 0.084
18 H 0.072
19 H 0.065
20 H 0.068
21 H 0.131
22 H 0.069
23 H 0.076
24 H 0.083

Computed, not measured: the ion C6H15N3 with charge +2 in a non-equilibrium geometry, with wB97M-V/def2-TZVPD.

## Properties
SMILES: C[N@@H+]1CC=C([NH3+])C[C@H]1N
Energy relative to the best compared isomer or geometry (same formula, charge and spin), kcal per mole: 55.5
LUMO level, eV: -6.91
HOMO, eV: -17.686
Electronic energy, Ha: -401.18760

```
! wB97M-V def2-TZVPD RIJCOSX def2/J DEFGRID3
* xyz 2 1
C -1.25 -1.28 -0.14
C -1.62 -0.01 0.07
C 0.14 -1.75 0.02
C -0.84 1.22 0.29
C 0.57 0.88 -0.31
C 2.38 -0.72 -0.08
N 1.47 1.90 -0.10
N 1.00 -0.50 0.31
N -3.06 0.27 -0.08
H -1.91 -2.03 -0.29
H 0.05 -2.54 0.75
H 0.44 -2.19 -0.96
H -1.29 2.06 -0.46
H -0.68 1.53 1.24
H 0.54 0.81 -1.33
H 2.36 -0.69 -1.10
H 3.12 -0.12 0.46
H 2.61 -1.67 0.28
H 1.84 2.01 0.78
H 2.11 2.12 -0.89
H 1.05 -0.50 1.27
H -3.59 -0.34 -0.69
H -3.27 1.16 -0.42
H -3.73 0.31 0.67
*
```

Computed Löwdin charges, given in elementary charges:
1 C 0.032
2 C -0.192
3 C -0.027
4 C -0.018
5 C -0.317
6 C 0.019
7 N 0.124
8 N -0.048
9 N 0.259
10 H 0.111
11 H 0.160
12 H 0.174
13 H 0.207
14 H 0.102
15 H 0.143
16 H 0.100
17 H 0.131
18 H 0.102
19 H 0.090
20 H 0.161
21 H 0.157
22 H 0.189
23 H 0.150
24 H 0.191

Computed, not measured: the ion C6H15N3O with charge +2 in a non-equilibrium geometry, with wB97M-V/def2-TZVPD.

## Properties
SMILES: C[N@@H+]1CCC[C@H]1/C(N)=[NH+]/O
Energy relative to the best compared isomer or geometry (same formula, charge and spin), kcal per mole: 99.9
LUMO level, eV: -7.44
HOMO, eV: -18.587
Electronic energy, Ha: -476.40567

```
! wB97M-V def2-TZVPD RIJCOSX def2/J DEFGRID3
* xyz 2 1
C -1.60 -0.21 0.37
C 1.52 1.56 -0.28
C 0.58 1.35 0.81
C 2.12 0.25 -0.61
C -0.04 -0.16 0.58
C 1.10 -2.11 -0.25
N -2.45 -0.56 1.32
N -2.05 0.40 -0.69
N 0.93 -0.65 -0.44
O -3.39 0.59 -0.83
H 0.97 1.98 -1.12
H 2.23 2.37 -0.06
H 1.16 1.35 1.82
H -0.15 2.06 0.78
H 2.61 0.09 -1.61
H 2.85 -0.15 0.17
H 0.14 -0.63 1.51
H 1.49 -2.26 0.80
H 0.29 -2.70 -0.52
H 1.87 -2.51 -0.85
H -2.14 -1.11 2.13
H -3.48 -0.37 1.16
H -1.32 0.58 -1.42
H 0.33 -0.46 -1.29
H -3.59 1.32 -1.48
*
```

Computed Löwdin charges, given in elementary charges:
1 C -0.221
2 C -0.193
3 C -0.070
4 C -0.070
5 C -0.106
6 C 0.049
7 N 0.257
8 N 0.026
9 N -0.119
10 O 0.084
11 H 0.135
12 H 0.161
13 H 0.179
14 H 0.092
15 H 0.179
16 H 0.179
17 H 0.135
18 H 0.153
19 H 0.095
20 H 0.104
21 H 0.163
22 H 0.189
23 H 0.202
24 H 0.198
25 H 0.196

Computed, not measured: the ion C6H15N3O2P with charge +1 in a non-equilibrium geometry, with wB97M-V/def2-TZVPD.

## Properties
SMILES: C[N@H+]1CCC(=O)C[C@H]1P(N)(N)=O
Energy relative to the best compared isomer or geometry (same formula, charge and spin), kcal per mole: 0.0
LUMO level, eV: -3.32
HOMO, eV: -13.619
Electronic energy, Ha: -893.54489

```
! wB97M-V def2-TZVPD RIJCOSX def2/J DEFGRID3
* xyz 1 1
C -1.82 -1.44 0.01
C -2.35 -0.25 -0.77
C -1.14 -1.04 1.28
C -1.20 0.67 -1.18
C 0.23 0.00 0.70
C 0.61 2.12 -0.41
N 1.17 -2.61 -0.18
N 2.85 -0.59 0.49
N -0.40 1.12 -0.01
O -1.89 -2.57 -0.37
O 1.45 -0.53 -1.73
P 1.47 -0.99 -0.34
H -2.85 -0.60 -1.67
H -3.08 0.29 -0.16
H -1.74 -0.40 1.92
H -0.71 -1.87 1.83
H -0.53 0.15 -1.87
H -1.60 1.55 -1.69
H 0.72 0.35 1.61
H 1.27 1.69 -1.17
H 0.12 3.00 -0.82
H 1.21 2.41 0.45
H 1.19 -3.07 0.71
H 0.55 -3.04 -0.85
H 3.05 -1.10 1.34
H 3.65 -0.58 -0.12
H -1.05 1.58 0.64
*
```

Computed Löwdin charges, given in elementary charges:
1 C -0.447
2 C -0.066
3 C 0.012
4 C -0.109
5 C -0.182
6 C 0.012
7 N -0.018
8 N -0.043
9 N -0.164
10 O 0.126
11 O -0.283
12 P 0.469
13 H 0.142
14 H 0.135
15 H 0.112
16 H 0.104
17 H 0.121
18 H 0.148
19 H 0.116
20 H 0.098
21 H 0.115
22 H 0.115
23 H 0.075
24 H 0.073
25 H 0.070
26 H 0.076
27 H 0.194